A single CH6N2P2 molecule at a distorted geometry, computed with wB97M-V/def2-TZVPD.

Each line ends with the Mulliken charge.
Geometry (Å):
C 2.234 -0.222 -0.032  -0.694
N 1.163 -0.531 -0.937  -0.619
P -0.673 -1.126 0.025  0.265
N -1.576 0.108 -0.177  -0.111
P -3.207 0.422 0.047  -0.045
H 2.468 -1.100 0.568  0.281
H 3.114 0.032 -0.633  0.283
H 2.039 0.622 0.641  0.271
H 0.863 0.313 -1.420  0.284
H -2.993 1.674 0.627  0.057
H -3.431 -0.192 1.293  0.030

Output
- multiplicity = 1
- E_HOMO (eV) = -8.481
- energy (Ha) = -833.8430
- total charge = 0
- frontier orbital gap (eV) = 7.909
- SMILES = CN/P=N/P
- relative energy (zero: lowest compared OMol25 entry of this formula, charge and spin) (eV) = 0.938

---

A single C5H5NO molecule at a distorted geometry, computed with wB97M-V/def2-TZVPD.

Each line ends with the Mulliken charge.
Geometry (Å):
N -1.450 0.197 -2.450  -0.441
C -0.577 -0.005 -1.719  0.071
C 0.517 -0.315 -0.825  0.031
C 0.233 -1.202 0.367  -0.711
C 0.539 0.249 0.570  0.013
C -0.519 1.217 1.028  -0.188
O -0.953 2.103 0.335  -0.421
H 1.471 -0.434 -1.327  0.367
H -0.792 -1.536 0.499  0.297
H 0.989 -1.933 0.636  0.277
H 1.524 0.480 0.973  0.365
H -0.865 1.081 2.074  0.339

Output
- multiplicity = 1
- E_HOMO (eV) = -10.344
- energy (Ha) = -323.4626
- total charge = 0
- frontier orbital gap (eV) = 10.838
- SMILES = N#C[C@@H]1C[C@@H]1C=O
- relative energy (zero: lowest compared OMol25 entry of this formula, charge and spin) (eV) = 1.552

---

3 unconnected molecules or ions with the total composition C7H16N2O at a distorted geometry, computed with wB97M-V/def2-TZVPD.

Each line ends with the Mulliken charge.
Geometry (Å):
C -1.791 0.108 0.887  0.098
C 0.424 -1.014 -0.173  -1.126
C -2.625 -1.116 1.020  -1.154
C -0.213 -1.163 -1.527  -0.924
N -1.991 1.014 -0.027  -0.235
H -1.132 0.374 1.698  0.263
H -2.599 0.775 -0.801  0.273
H -1.096 1.639 -0.274  0.349
H 1.484 -1.237 -0.146  0.542
H -0.020 -1.584 0.637  0.464
H -3.163 -1.345 0.099  0.359
H -3.357 -0.966 1.820  0.360
H -2.013 -1.974 1.299  0.297
H 0.459 -1.604 -2.269  0.319
H -0.505 -0.183 -1.938  0.229
H -1.122 -1.769 -1.492  0.291
C 2.387 0.881 -1.025  -1.352
C 1.180 1.108 -0.137  0.999
C 1.389 1.127 1.343  -0.334
N 2.334 0.656 2.050  -0.758
O 0.290 1.893 -0.617  -0.781
H 3.045 0.196 1.477  0.273
H 0.588 1.647 1.875  0.470
H 3.087 0.143 -0.636  0.385
H 2.910 1.835 -1.133  0.384
H 2.052 0.563 -2.011  0.307

Output
- multiplicity = 1
- E_HOMO (eV) = -7.160
- energy (Ha) = -460.9302
- total charge = 0
- frontier orbital gap (eV) = 7.366
- relative energy (zero: lowest compared OMol25 entry of this formula, charge and spin) (eV) = 4.724